1.
The following is a DFT calculation (ωB97M-V/def2-TZVPD) of one molecule with the formula C7H6F6Se.

Properties
Multiplicity: 1
LUMO level (spin up / spin down) (Eh): -0.036 / -0.036
Total charge: 0

CARTESIAN COORDINATES (ANGSTROEM)
1 Se 1.86930 -1.62645 -1.70753
2 F 0.02519 -3.63639 -3.34157
3 F 3.17955 1.31317 -2.94127
4 F -0.27447 -1.56023 -4.14163
5 F 4.72085 -0.11883 -2.29499
6 F 4.21872 1.63957 -1.06714
7 F 1.63136 -2.64164 -4.47978
8 C 0.58188 0.28519 -0.05336
9 C -0.43021 0.70777 0.99614
10 C 3.69748 0.63846 -1.84314
11 C 1.81082 0.88601 -0.42520
12 C 0.22159 -0.89797 -0.84503
13 C 2.62881 -0.00973 -1.16700
14 C 0.61154 -2.41090 -3.59466
15 H -1.09758 1.30519 0.47558
16 H -0.55004 -0.76232 -1.54617
17 H 0.02929 1.36004 1.72578
18 H 2.08533 1.78191 0.14776
19 H -0.91757 -0.06312 1.50536
20 H -0.00212 -1.56643 -0.05589

2.
The following is a DFT calculation (ωB97M-V/def2-TZVPD) of one molecule with the formula C25H20Cl2N2O5.

Properties
Multiplicity: 1
LUMO level (Eh): -0.024
Total charge: 0
SMILES: O=C(OCCN1C(=O)c2cccc3c(N4CCOCC4)ccc(c23)C1=O)c1ccc(Cl)cc1Cl

CARTESIAN COORDINATES (ANGSTROEM)
1 Cl -2.67576 -3.13658 0.28132
2 Cl 2.60349 -3.29535 -0.36759
3 O 2.36289 -0.62436 -2.17237
4 O -5.76023 -0.09523 0.33200
5 O 2.61280 0.41547 2.04025
6 O 3.55487 2.99942 0.25849
7 O 3.65618 -0.97044 0.61450
8 N -3.46233 1.37492 -0.48742
9 N 2.93934 1.15651 -0.89182
10 C -2.13232 1.14537 -0.75221
11 C -1.02418 -1.37525 1.47351
12 C -1.44533 3.20491 0.48974
13 C 0.23472 1.74374 -0.45799
14 C 0.22005 -0.83450 1.70015
15 C -5.23512 -0.27887 -0.96374
16 C -4.50357 0.98968 -1.41766
17 C 0.88371 3.70794 0.80116
18 C -3.97244 1.48004 0.86521
19 C 2.65499 2.30036 -0.15669
20 C 1.25594 -2.51374 0.32868
21 C 4.33010 0.73282 -0.93422
22 C 1.37434 -1.37209 1.12653
23 C 1.23167 2.59243 0.06765
24 C -1.13446 2.02020 -0.20476
25 C 4.67092 -0.00024 0.37455
26 C -0.46013 4.02540 0.98388
27 C -1.72609 0.12611 -1.60732
28 C -0.38648 -0.12075 -1.85482
29 C 2.60747 -0.56310 1.33028
30 C -1.12571 -2.47805 0.63582
31 C -0.00022 -3.05632 0.07849
32 C 2.00473 0.32421 -1.50020
33 C -4.72904 0.19353 1.24365
34 C 0.60073 0.65353 -1.27211
35 H -4.66844 2.32565 0.92356
36 H -0.72798 4.93033 1.50797
37 H 4.43548 0.05767 -1.78517
38 H -4.54909 -1.13896 -0.96896
39 H -0.08974 -0.94227 -2.48912
40 H -2.47658 3.50011 0.59898
41 H -2.46019 -0.52334 -2.05745
42 H -5.20385 0.30884 2.21942
43 H -5.23247 1.81003 -1.43828
44 H -4.08779 0.87059 -2.41672
45 H -3.15388 1.62758 1.56819
46 H 0.33664 0.04020 2.32242
47 H 5.61463 -0.53820 0.28555
48 H -0.08535 -3.92432 -0.55554
49 H 4.96910 1.60962 -1.04408
50 H -4.02362 -0.65055 1.27751
51 H -1.90178 -0.94776 1.93008
52 H 4.70456 0.70748 1.20855
53 H 1.66778 4.33405 1.19813
54 H -6.08556 -0.48904 -1.61377

3.
The following is a DFT calculation (ωB97M-V/def2-TZVPD) of C3H5NO as an isolated structure.

Properties
Multiplicity: 1
LUMO level (Eh): 0.020
Total charge: 0

CARTESIAN COORDINATES (ANGSTROEM)
1 O -1.51244 0.25193 0.06445
2 N -0.36765 -0.58590 0.21450
3 C -0.20095 1.23848 -0.36125
4 C 0.17329 -0.11620 -1.08858
5 C 0.36237 0.50012 0.91985
6 H 1.22678 -0.36855 -1.24559
7 H -0.52799 -1.56248 0.53027
8 H 1.43892 0.32257 1.00890
9 H -0.47444 -0.42080 -1.91232
10 H -0.11790 0.74084 1.86978

4.
The following is a DFT calculation (ωB97M-V/def2-TZVPD) of a 2-piece molecular cluster, C3H9N3 overall.

Properties
Multiplicity: 1
LUMO level (Eh): 0.035
Total charge: 0
SMILES: [H]/N=N\N.C=CC

CARTESIAN COORDINATES (ANGSTROEM)
1 N -1.86296 1.19758 0.28849
2 N -2.35144 -0.66464 -0.83434
3 N -1.79205 0.41419 -0.78965
4 C 0.91041 -0.37918 -0.28819
5 C 0.92516 -1.45398 0.49135
6 C 2.05826 0.58785 -0.26062
7 H 2.37667 0.71500 0.87016
8 H 1.59350 1.51658 -0.73204
9 H 0.36400 -0.41339 -1.16402
10 H -2.86885 -0.84624 0.04265
11 H 0.22966 -2.15150 0.36557
12 H -2.47234 0.94329 1.10169
13 H 2.79091 0.03192 -0.88532
14 H 1.56466 -1.60319 1.47285
15 H -1.46560 2.10571 0.32141

5.
The following is a DFT calculation (ωB97M-V/def2-TZVPD) of one molecule with the formula C16H24N2O4.

Properties
Multiplicity: 1
LUMO level (Eh): 0.013
Total charge: 0
SMILES: COCCCNC(=O)c1ccc(C(=O)NCCCOC)cc1

CARTESIAN COORDINATES (ANGSTROEM)
1 O 3.31545 1.92297 -1.03944
2 O 1.72544 6.31900 -2.43365
3 O -2.53854 -1.46867 1.77149
4 O -3.37742 -6.76775 0.12308
5 N -1.68906 -2.81808 0.16889
6 N 2.47528 3.25873 0.57817
7 C 2.48677 2.13229 -0.17569
8 C 0.89979 0.38384 -0.90319
9 C -0.60699 -0.71998 0.60647
10 C -0.09812 -0.54403 -0.67696
11 C -2.39200 -7.59796 -0.43812
12 C 1.39921 1.15764 0.14039
13 C -0.10747 0.05365 1.64989
14 C 0.51634 6.88081 -1.99041
15 C -2.03726 -5.01974 1.23584
16 C -1.70189 -1.68948 0.91809
17 C 0.89072 0.98122 1.42399
18 C -2.62826 -3.89353 0.38421
19 C 2.16147 5.20132 -1.69704
20 C 2.70484 5.55214 -0.30594
21 C -3.02530 -6.18443 1.35658
22 C 3.39057 4.35147 0.34639
23 H -0.49631 -1.11008 -1.50673
24 H -0.51764 -0.08870 2.63839
25 H 1.69565 3.43183 1.19256
26 H 3.42791 6.36239 -0.40930
27 H -0.89617 -3.00408 -0.42406
28 H 3.83518 4.65235 1.30077
29 H 0.23082 7.62007 -2.73652
30 H -2.07677 -8.37335 0.27106
31 H 1.89246 5.89920 0.33772
32 H -0.27054 6.11964 -1.91475
33 H 1.34586 4.46717 -1.60692
34 H -3.96651 -5.81913 1.77520
35 H 4.17461 3.96336 -0.30760
36 H 1.30946 0.52755 -1.89173
37 H -1.10285 -5.36826 0.78890
38 H 2.96010 4.75719 -2.29618
39 H -2.84775 -8.06860 -1.30723
40 H -1.81445 -4.64439 2.23526
41 H -2.94775 -4.29381 -0.58180
42 H -2.61136 -6.94940 2.03053
43 H -3.49130 -3.46135 0.89496
44 H 1.28909 1.54631 2.25442
45 H -1.50814 -7.03581 -0.76025
46 H 0.62282 7.37844 -1.01974

6.
The following is a DFT calculation (ωB97M-V/def2-TZVPD) of C14H50O12Y as an isolated structure.

Properties
Multiplicity: 1
LUMO level (Eh): -0.168
Total charge: +1

CARTESIAN COORDINATES (ANGSTROEM)
1 Y 0.54938 7.19468 -11.96016
2 O -0.42172 8.19729 -10.17376
3 O -5.62060 9.95287 -17.24068
4 O -1.33865 5.01932 -14.66877
5 O -0.36470 5.47065 -10.50230
6 O -6.16050 4.81568 -9.77097
7 O -3.53788 5.93121 -9.22970
8 O -0.41921 11.39061 -14.12692
9 O -5.55961 9.59811 -8.07212
10 O 0.30703 9.61221 -12.29548
11 O 0.40111 7.70495 -14.29622
12 O -0.45909 9.00126 -16.61056
13 O -1.59010 6.95016 -12.70202
14 C -5.48576 5.11363 -12.10181
15 C -4.87780 9.73392 -18.44252
16 C 0.47938 13.62420 -14.40603
17 C -5.00979 8.28579 -18.86516
18 C -3.02172 8.28060 -14.13438
19 C -6.37993 9.77028 -9.26858
20 C -2.66627 7.82964 -12.72572
21 C -6.17443 8.54493 -10.11103
22 C -5.87542 4.13626 -11.00259
23 C 1.46130 11.66176 -15.66885
24 C -7.84907 9.97487 -8.87727
25 C 0.81935 12.14408 -14.38172
26 C -3.42532 10.12778 -18.21310
27 C -4.88820 3.02370 -10.81581
28 H -0.48150 4.83618 -14.27763
29 H -4.06653 8.56903 -14.24406
30 H -5.60422 4.71863 -13.10797
31 H -3.85226 3.35512 -10.67433
32 H -2.90173 6.06011 -8.51677
33 H -5.90905 8.83812 -7.59173
34 H -0.45534 7.32882 -14.58133
35 H -3.31252 11.12214 -17.79304
36 H -8.32461 10.67864 -9.56594
37 H -3.56435 7.40891 -12.24655
38 H -0.35566 13.81200 -15.09455
39 H 2.48260 12.04008 -15.75884
40 H -6.63810 7.70975 -9.57730
41 H -5.35860 10.35659 -19.19619
42 H -4.88999 2.37582 -11.70520
43 H -2.84842 10.05164 -19.14608
44 H -0.78701 11.06713 -14.95868
45 H -0.57660 8.12713 -17.00680
46 H 0.01597 10.18286 -13.06170
47 H -6.56497 8.55573 -11.12857
48 H -0.38916 4.52150 -10.68956
49 H -0.90985 5.61087 -9.71776
50 H -3.41892 6.69647 -9.80937
51 H -2.43223 8.74385 -12.14436
52 H 1.30506 14.22546 -14.78970
53 H -6.07217 8.04357 -18.96865
54 H -5.96458 10.65835 -9.74011
55 H -0.26506 9.57186 -17.36496
56 H -5.45078 9.21556 -16.64524
57 H -1.79860 5.49974 -13.95128
58 H -8.41140 9.04370 -8.96509
59 H -5.09345 8.37953 -10.14573
60 H -2.95757 9.37188 -17.56882
61 H 0.91539 12.04666 -16.53192
62 H 0.63698 8.37177 -14.96475
63 H -2.83111 7.47415 -14.85656
64 H -2.37818 9.10890 -14.45299
65 H -5.37997 5.36814 -9.60910
66 H -4.60837 8.09656 -19.86764
67 H -1.29015 8.47091 -10.48648
68 H -6.79963 3.59028 -11.23368
69 H -6.13762 5.98671 -12.02698
70 H 1.44442 11.90912 -13.51811
71 H 1.52606 10.57248 -15.67102
72 H -5.18902 2.38303 -9.98940
73 H 0.13894 13.99006 -13.43957
74 H -0.03959 10.00852 -11.48187
75 H -7.93051 10.37005 -7.86921
76 H -4.44952 5.39238 -11.87764
77 H -4.55457 7.58211 -18.16354